(1)
{"formula": "C31H52Br2ClFN2O7PS2", "method": "the ωB97M-V functional and the def2-TZVPD basis", "elements": ["C", "C", "O", "P", "O", "C", "C", "C", "N", "C", "Cl", "C", "C", "C", "C", "C", "C", "O", "C", "C", "C", "Br", "C", "C", "Br", "C", "C", "C", "C", "S", "C", "S", "N", "C", "C", "C", "C", "O", "C", "C", "H", "H", "H", "H", "H", "H", "H", "H", "H", "H", "H", "H", "H", "H", "H", "H", "H", "H", "H", "H", "H", "H", "H", "H", "H", "H", "H", "H", "H", "H", "H", "H", "H", "H", "H", "H", "H", "H", "H", "H", "H", "H", "H", "H", "H", "H", "H", "H", "H", "C", "C", "O", "C", "O", "O", "F", "H", "H", "H"], "coordinates": [[-6.1004, 4.1808, 1.7076], [-5.1981, 3.2212, 2.6260], [-3.8355, 3.6901, 2.4850], [-2.7400, 2.4912, 2.1688], [-3.1524, 1.1708, 2.7578], [-1.1833, 2.9596, 3.0622], [-0.1686, 3.8965, 2.3342], [0.1969, 3.6171, 0.8526], [0.1264, 4.7511, 0.0384], [0.4325, 4.7244, -1.2882], [0.2091, 6.2875, -2.1412], [0.9132, 3.5101, -2.0036], [1.1762, 3.8051, -3.4975], [1.7922, 2.8351, -4.5201], [1.4910, 3.3866, -6.0056], [0.1851, 2.6546, -6.5201], [-0.3806, 3.2171, -7.8925], [-0.4406, 2.1707, -8.8682], [0.8795, 1.9028, -9.3819], [1.0249, 2.2992, -1.1777], [1.5531, 0.9762, -1.7753], [3.4591, 1.0544, -2.3945], [0.5537, 0.1217, -2.6724], [-0.6923, 0.8785, -3.2574], [1.5041, -0.9768, -4.0441], [0.6238, 2.3439, 0.2670], [0.6415, 1.0881, 1.1937], [1.8526, 1.0071, 2.1926], [3.0205, 0.0407, 1.7760], [2.5429, -1.6871, 1.4258], [2.5695, -2.6728, 2.9406], [2.3032, -1.9852, 4.4159], [2.8107, -4.0917, 2.7311], [4.0494, -4.5082, 3.4302], [4.3145, -6.0581, 3.4037], [1.6276, -4.9020, 3.0941], [1.3111, -6.0671, 2.0459], [-2.5029, 2.2394, 0.5466], [-3.6643, 1.7044, -0.1340], [-3.6056, 0.1081, -0.1598], [-5.4328, 4.6037, 0.9025], [-6.5656, 4.9690, 2.3442], [-6.8513, 3.5461, 1.1747], [-5.3892, 2.1887, 2.2445], [-5.5821, 3.2456, 3.6831], [-1.5200, 3.4680, 4.0128], [-0.6548, 2.0285, 3.3982], [0.8029, 3.8815, 2.9165], [-0.5333, 4.9610, 2.4582], [-0.1692, 5.6472, 0.4438], [0.1896, 4.1772, -3.9240], [1.8146, 4.7425, -3.5176], [1.5094, 1.7620, -4.5383], [2.9176, 2.8649, -4.4495], [1.3868, 4.5048, -6.0102], [2.3745, 3.0340, -6.6146], [-0.6072, 2.8468, -5.7324], [0.3445, 1.5429, -6.6105], [-1.4343, 3.5804, -7.7182], [0.2236, 4.0987, -8.2401], [1.3644, 2.8954, -9.6009], [1.4642, 1.3551, -8.5943], [0.7702, 1.2733, -10.3019], [1.7413, 0.3121, -0.8809], [0.1044, -0.6783, -2.0153], [-0.5500, 1.3262, -4.2687], [-1.4915, 0.0906, -3.3998], [-1.1494, 1.6188, -2.5392], [-0.3574, 1.0423, 1.7169], [0.6267, 0.1170, 0.6127], [1.4441, 0.6115, 3.1712], [2.2223, 2.0463, 2.4435], [3.4658, 0.4492, 0.8190], [3.7818, 0.0610, 2.6073], [4.9115, -4.0086, 2.9053], [4.0543, -4.1719, 4.5024], [5.3960, -6.2861, 3.5979], [4.0372, -6.5472, 2.4309], [3.7251, -6.5981, 4.1981], [1.7586, -5.4136, 4.0914], [0.6930, -4.2908, 3.1675], [1.9016, -5.8723, 1.1122], [1.6476, -7.0722, 2.4262], [0.2158, -6.1688, 1.8308], [-3.5584, 2.0204, -1.2143], [-4.6468, 2.1131, 0.2049], [-4.4384, -0.2734, 0.4808], [-3.6774, -0.2402, -1.2211], [-2.6043, -0.1541, 0.2860], [-1.3111, -6.8500, 5.1609], [-1.5304, -7.8756, 6.2344], [-0.6655, -8.9272, 5.8511], [0.3640, -8.3358, 5.1800], [1.4012, -8.8629, 4.9436], [0.0568, -7.0577, 4.8193], [-2.8045, -8.3338, 6.2202], [-1.9356, -7.0228, 4.2811], [-1.4772, -5.8329, 5.5145], [-1.2724, -7.5371, 7.2410]], "lumo_energy_ev": -4.262, "total_charge": 1}



(2)
{"formula": "C31H52BrN4P3Sr", "method": "the ωB97M-V functional and the def2-TZVPD basis", "elements": ["N", "C", "C", "C", "C", "C", "C", "Sr", "P", "C", "C", "C", "C", "C", "C", "C", "Br", "H", "H", "H", "H", "H", "H", "H", "H", "H", "H", "P", "C", "C", "H", "H", "H", "H", "H", "C", "C", "H", "H", "H", "H", "H", "C", "C", "H", "H", "H", "H", "H", "C", "C", "H", "H", "H", "H", "H", "C", "C", "H", "H", "H", "H", "H", "C", "C", "H", "H", "H", "H", "H", "C", "N", "C", "N", "C", "N", "C", "P", "C", "C", "H", "H", "H", "H", "H", "H", "H", "H", "H", "H", "H", "H"], "coordinates": [[-5.2585, 4.7593, -4.1688], [-5.1691, 5.2814, -2.9423], [-4.1087, 4.9935, -2.0715], [-3.0698, 4.1186, -2.5018], [-3.2106, 3.5678, -3.8034], [-4.3129, 3.9190, -4.5955], [-1.9312, 3.7733, -1.6598], [0.7132, 2.8313, 0.0560], [4.8032, -0.1455, -0.2570], [-0.9226, 2.8821, -2.0721], [-1.1339, 1.4261, -2.1034], [-0.3668, 0.5855, -2.9403], [-0.3845, -0.7842, -2.7807], [-1.2346, -1.4139, -1.8321], [-2.1401, -0.5749, -1.1415], [-2.1272, 0.8018, -1.2993], [1.1057, -0.2704, -0.0866], [-1.8510, 4.3144, -0.7060], [-0.1207, 3.2548, -2.7286], [-4.0953, 5.4501, -1.0857], [-2.4738, 2.8798, -4.2048], [-5.9692, 5.9665, -2.6451], [-4.4133, 3.5011, -5.5995], [0.2652, 1.0649, -3.7040], [-2.8816, 1.4347, -0.8056], [0.2918, -1.4067, -3.3591], [-2.8265, -0.9961, -0.4087], [-1.0499, -3.1575, -1.3548], [4.1040, 1.5330, -0.2394], [5.2419, 2.5564, -0.3990], [3.5839, 1.6566, 0.7244], [3.3785, 1.5951, -1.0645], [4.8760, 3.5630, -0.1617], [6.0774, 2.3201, 0.2792], [5.6232, 2.5583, -1.4306], [4.2760, -0.9480, -1.8273], [5.2978, -1.9625, -2.3573], [4.1251, -0.1435, -2.5599], [3.2970, -1.4053, -1.6346], [5.0268, -2.2734, -3.3718], [6.3006, -1.5242, -2.4001], [5.3415, -2.8610, -1.7336], [4.0470, -1.2103, 1.0339], [5.0819, -1.7557, 2.0310], [3.5359, -2.0415, 0.5280], [3.2662, -0.6278, 1.5399], [4.5897, -2.4174, 2.7550], [5.8544, -2.3329, 1.5069], [5.5641, -0.9383, 2.5812], [-0.7328, -3.1306, 0.4334], [-0.6914, -4.5106, 1.0639], [-1.5045, -2.5020, 0.9016], [0.2190, -2.5936, 0.5660], [-1.6980, -4.9344, 1.1251], [-0.0446, -5.1910, 0.5017], [-0.3043, -4.4387, 2.0836], [0.3179, -3.8887, -2.2665], [0.1272, -3.9732, -3.7897], [0.4587, -4.8986, -1.8484], [1.2334, -3.3410, -1.9958], [-0.6649, -4.6780, -4.0728], [-0.1211, -3.0148, -4.2538], [1.0649, -4.3102, -4.2471], [-2.5903, -4.0012, -1.7114], [-3.8433, -3.5294, -0.9748], [-2.3975, -5.0624, -1.4893], [-2.7209, -3.8961, -2.7946], [-4.1161, -2.5009, -1.2234], [-4.6806, -4.1661, -1.2762], [-3.7524, -3.6148, 0.1148], [0.5625, 0.8767, 5.0803], [0.2386, 2.3137, 4.8406], [-1.0853, 2.6022, 5.4450], [-2.1541, 1.7304, 4.9175], [-1.7847, 0.3126, 5.1638], [-0.4774, -0.0339, 4.5556], [-0.5360, -0.0287, 3.0914], [-0.9185, 1.6666, 2.4007], [0.2987, 2.6448, 3.4048], [-2.4047, 1.9842, 3.4963], [0.6264, 0.7276, 6.1692], [1.5244, 0.6380, 4.6026], [-1.3591, 3.6450, 5.2470], [-1.0065, 2.4268, 6.5290], [-2.5667, -0.3335, 4.7378], [-1.7057, 0.1632, 6.2529], [0.4203, -0.3536, 2.6535], [-1.3245, -0.7206, 2.7515], [0.0835, 3.7183, 3.2666], [1.3208, 2.4343, 3.0358], [-3.2220, 1.3336, 3.1550], [-2.7045, 3.0312, 3.3592]], "lumo_energy_ev": [-7.881, -7.880], "e_above_lowest_ev": 0.000, "total_charge": 2}



(3)
{"formula": "C31H52CrGeN7P3", "method": "the ωB97M-V functional and the def2-TZVPD basis", "elements": ["Cr", "N", "P", "C", "C", "C", "C", "C", "C", "C", "C", "C", "C", "C", "C", "C", "C", "C", "C", "C", "N", "H", "H", "H", "H", "H", "H", "H", "H", "H", "H", "H", "H", "H", "H", "H", "C", "P", "C", "C", "C", "P", "C", "C", "H", "H", "H", "H", "H", "H", "H", "H", "H", "H", "H", "H", "H", "H", "H", "H", "C", "N", "C", "C", "N", "N", "C", "N", "N", "H", "H", "H", "H", "H", "H", "H", "H", "H", "H", "H", "C", "Ge", "C", "C", "C", "H", "H", "H", "H", "H", "H", "H", "H", "H", "H"], "coordinates": [[0.1346, 0.5617, -0.7451], [-0.9564, -1.8886, 1.4798], [0.0914, -1.0252, 2.5309], [1.2466, -2.2947, 3.1698], [2.5763, -1.9379, 3.3649], [3.5002, -2.8617, 3.8429], [3.0940, -4.1587, 4.1157], [1.7677, -4.5293, 3.9169], [0.8510, -3.6020, 3.4510], [-1.0642, -0.8510, 3.9382], [-0.5572, -0.7746, 5.2369], [-1.4029, -0.5548, 6.3127], [-2.7694, -0.4077, 6.1098], [-3.2825, -0.4715, 4.8245], [-2.4348, -0.6854, 3.7445], [-0.4789, -2.2861, 0.2185], [-0.7893, -3.4900, -0.3056], [-0.2944, -3.8487, -1.6318], [0.5016, -3.0238, -2.3042], [0.8834, -1.6816, -1.7448], [0.2878, -1.3424, -0.4191], [-1.4878, -2.6274, 1.9282], [2.8951, -0.9220, 3.1462], [4.5311, -2.5703, 3.9951], [3.8080, -4.8839, 4.4832], [1.4506, -5.5418, 4.1301], [-0.1812, -3.9028, 3.3094], [0.5050, -0.9036, 5.4122], [-0.9951, -0.5089, 7.3140], [-3.4297, -0.2464, 6.9515], [-4.3463, -0.3586, 4.6590], [-2.8465, -0.7237, 2.7432], [-1.3672, -4.1953, 0.2765], [-0.5818, -4.8029, -2.0559], [0.8779, -3.2678, -3.2909], [1.9770, -1.6276, -1.6573], [3.6452, -0.2674, 0.0246], [2.4731, 1.0457, -0.4375], [3.4007, 1.9394, -1.7382], [2.6654, 2.2534, 0.9485], [1.5012, 3.2476, 0.9928], [-0.0862, 2.3331, 1.2347], [-0.1102, 2.2523, 3.0595], [-1.3331, 3.6523, 0.9794], [4.5175, 0.1786, 0.5049], [3.9672, -0.8056, -0.8668], [3.1692, -0.9764, 0.7026], [4.4578, 2.0033, -1.4744], [3.0201, 2.9570, -1.8543], [3.3018, 1.4278, -2.6906], [3.6230, 2.7674, 0.8363], [2.7126, 1.6824, 1.8822], [1.4400, 3.8187, 0.0612], [1.6329, 3.9723, 1.7995], [-0.0120, 3.2602, 3.4661], [0.7015, 1.6270, 3.4267], [-1.0447, 1.8088, 3.4053], [-1.1092, 4.5212, 1.5999], [-2.3182, 3.2740, 1.2580], [-1.3630, 3.9613, -0.0644], [-5.1970, 1.5594, -1.7242], [-4.1083, 0.5992, -1.5807], [-4.4937, -0.6848, -1.0162], [-2.7962, 0.9645, -1.5062], [-1.9063, 0.3824, -0.7948], [-2.4488, 2.0209, -2.3532], [-1.2292, 2.6417, -2.4939], [-1.2428, 3.6772, -3.3813], [-0.1861, 2.3113, -1.8113], [-5.8784, 1.2497, -2.5165], [-4.8269, 2.5573, -1.9434], [-5.7606, 1.6264, -0.7904], [-5.4231, -1.0007, -1.4864], [-4.6569, -0.6276, 0.0659], [-3.7341, -1.4357, -1.2289], [-2.2849, -0.3323, -0.1835], [-3.1513, 2.2702, -3.0284], [-1.9922, 3.7498, -4.0489], [-0.3490, 3.9768, -3.7379], [0.6115, 2.8841, -2.0622], [1.3480, 1.7313, -4.7947], [1.3072, -0.1584, -4.2371], [0.2880, -1.0303, -5.6607], [3.1150, -0.9060, -4.2816], [0.3905, -0.4776, -2.5501], [1.8713, 1.8300, -5.7472], [1.8324, 2.3909, -4.0740], [0.3191, 2.0624, -4.9504], [0.8204, -0.9774, -6.6119], [-0.6801, -0.5404, -5.7843], [0.1064, -2.0790, -5.4239], [3.5347, -0.7740, -5.2797], [3.0703, -1.9762, -4.0726], [3.8007, -0.4549, -3.5642], [-0.6362, -0.7276, -2.8524]], "lumo_energy_ev": [-2.725, -2.169], "spin_multiplicity": 2, "s_squared": 0.822, "total_charge": 1}